Entry from the Open Molecules 2025 dataset: C15H27N2NiO3PS2 as an isolated structure at a distorted geometry (the ωB97M-V functional and the def2-TZVPD basis).

## Properties
**Spin multiplicity**: 2
**Net charge**: -1
**<S²>**: 0.766
**Gap between HOMO and LUMO (alpha / beta)**: 7.017 / 6.580 eV
**E_LUMO (alpha / beta)**: 3.0 / 2.7 eV
**Energy above the lowest of the compared OMol25 structures with the same formula, charge and spin**: 0.00 kcal/mol

Cartesian coordinates (Å):
Ni (0.81394, 0.15024, 0.02304)
S (-1.43200, -0.59995, -0.17989)
S (0.58087, 1.26659, -1.79314)
P (-2.41114, 0.55971, -1.59742)
O (-2.43233, -0.38219, -2.96502)
O (-4.00208, 0.32568, -1.22563)
O (0.31543, 1.70779, 1.79247)
N (1.13053, -1.38479, 1.46060)
N (-0.92547, 3.09154, 0.52190)
C (-0.82080, -0.43090, -4.76321)
C (5.46170, 0.60141, 0.44042)
C (-1.30800, -1.08517, -3.48700)
C (0.24706, -1.19261, 2.62266)
C (2.66590, 0.30250, 0.00590)
C (-0.77562, 3.50111, 2.91580)
C (3.34026, -0.39919, 1.00676)
C (-4.53499, -0.99239, -1.10398)
C (-5.40787, -1.04673, 0.13067)
C (4.82241, 1.30950, -0.57473)
C (4.71177, -0.25388, 1.22789)
C (2.55170, -1.33405, 1.87147)
C (3.45694, 1.16178, -0.77665)
C (-0.41635, 2.68710, 1.69511)
C (0.85725, -2.69920, 0.86095)
H (-1.47694, 4.30925, 2.70708)
H (1.51420, -2.84008, 0.00234)
H (-0.78971, -1.23340, 2.29380)
H (5.39154, 1.98515, -1.20429)
H (2.98603, 1.73287, -1.56913)
H (2.97213, -2.34346, 1.80960)
H (-1.63723, -2.10925, -3.68919)
H (-1.20556, 2.83335, 3.66135)
H (-0.61281, 2.63171, -0.33571)
H (-1.64724, -0.30863, -5.46801)
H (-4.81010, -0.80429, 1.01101)
H (0.14290, 3.91953, 3.32750)
H (5.19224, -0.81263, 2.02752)
H (-0.16998, -2.75628, 0.51640)
H (-6.22788, -0.32769, 0.06299)
H (-3.72756, -1.72240, -1.02887)
H (-5.11068, -1.22151, -2.00525)
H (6.52538, 0.71702, 0.61250)
H (1.04550, -3.49216, 1.59855)
H (-0.51609, -1.12840, -2.73722)
H (-0.38966, 0.54522, -4.54581)
H (0.42370, -1.97924, 3.37122)
H (-1.52045, 3.89631, 0.46800)
H (0.43074, -0.21588, 3.05870)
H (-0.05322, -1.05190, -5.23413)
H (-5.83426, -2.04650, 0.25722)
H (2.61589, -1.04059, 2.92283)

***

Entry from the Open Molecules 2025 dataset: one molecule with the formula C15H27NO (the ωB97M-V functional and the def2-TZVPD basis).

## Properties
**Spin multiplicity**: 1
**Net charge**: 0
**Gap between HOMO and LUMO**: 10.384 eV
**E_LUMO**: 0.9 eV
**Energy above the lowest of the compared OMol25 structures with the same formula, charge and spin**: 0.36 kcal/mol

Cartesian coordinates (Å):
O (1.47886, 2.27853, -1.06790)
N (0.20363, 2.03851, 0.77301)
C (1.17877, -3.13328, 0.14267)
C (-3.53748, 1.20429, -1.47266)
C (-1.04651, 2.38920, 0.13514)
C (1.38488, 2.01469, 0.11214)
C (-3.55655, -1.93504, 0.85296)
C (-0.12448, -2.57565, 0.71616)
C (-3.50667, 1.78807, -0.06558)
C (2.57672, 1.65156, 0.98582)
C (-1.26546, -2.56667, -0.30754)
C (2.02020, -0.89802, -0.82479)
C (-2.52606, -2.22360, 0.31709)
C (3.19215, -0.67372, 0.12744)
C (-2.18616, 1.51752, 0.65538)
C (3.60021, 0.79553, 0.23756)
C (1.72249, -2.37705, -1.07236)
H (0.03201, -1.56210, 1.09067)
H (2.64191, -2.87157, -1.39692)
H (4.55759, 0.85559, 0.76038)
H (2.24634, 1.14342, 1.89405)
H (1.12946, -0.40265, -0.43932)
H (-4.49647, 1.40650, -1.94392)
H (-2.75726, 1.63610, -2.09341)
H (0.18133, 1.88968, 1.76928)
H (1.93181, -3.13562, 0.93342)
H (-1.27858, 3.44774, 0.31336)
H (3.72988, 1.21512, -0.76159)
H (-1.05703, -1.84169, -1.09888)
H (-1.92812, 0.46312, 0.54070)
H (3.04654, 2.59559, 1.27582)
H (-0.42174, -3.19391, 1.56758)
H (-3.39530, 0.12653, -1.43220)
H (-1.35750, -3.55678, -0.76453)
H (4.05088, -1.24381, -0.23688)
H (2.94515, -1.05112, 1.12281)
H (1.00859, -2.45878, -1.89449)
H (-4.31731, 1.34334, 0.51484)
H (-2.31433, 1.71453, 1.72369)
H (-4.46608, -1.68481, 1.31108)
H (-3.68165, 2.86547, -0.10824)
H (2.25685, -0.42549, -1.78038)
H (1.01497, -4.17445, -0.14949)
H (-0.89222, 2.25018, -0.93648)

***

Entry from the Open Molecules 2025 dataset: C15H28BrIrN5S2 as an isolated structure at a distorted geometry (the ωB97M-V functional and the def2-TZVPD basis).

## Properties
**Spin multiplicity**: 6
**Net charge**: +2
**<S²>**: 8.770
**Gap between HOMO and LUMO (alpha / beta)**: 8.216 / 7.236 eV
**E_LUMO (alpha / beta)**: -5.3 / -7.3 eV

Cartesian coordinates (Å):
Ir (-0.17097, 0.24903, -0.51309)
Br (2.34263, -5.16247, -3.85249)
S (1.93003, -1.13967, 1.52561)
S (-0.13097, -0.41937, 3.18141)
N (0.58653, -1.72507, -1.23989)
N (-1.67397, 2.12533, -1.06149)
N (-2.32557, -0.40907, 0.17531)
N (0.07653, 0.73003, -2.84969)
N (0.49943, 1.98913, 0.79601)
C (3.53673, -2.01737, 3.60731)
C (-3.28697, 0.70353, 0.20861)
C (-1.07137, 1.47293, -3.37989)
C (0.41013, -3.92927, -2.13219)
C (2.38453, -2.62427, -2.52949)
C (2.25343, -1.40777, 3.18711)
C (-0.08047, -2.86567, -1.40179)
C (1.65783, -3.79787, -2.74079)
C (-1.43807, 3.17953, -0.06519)
C (-3.05587, 1.62863, -0.98699)
C (0.03873, 3.29123, 0.29291)
C (1.22403, -1.02777, 4.02761)
C (1.81043, -1.62727, -1.77219)
C (-1.39207, 2.61583, -2.41929)
C (1.24393, -1.08977, 5.50611)
H (3.35833, -2.86857, 4.26491)
H (-1.97957, 2.91423, 0.84121)
H (4.10463, -2.35457, 2.74331)
H (-1.05157, -2.93047, -0.93199)
H (0.15333, 4.08033, 1.04281)
H (-3.26557, 1.06253, -1.89529)
H (-3.17567, 1.23833, 1.15101)
H (0.90633, 1.31643, -2.91859)
H (0.24103, -1.00157, 5.91501)
H (4.14793, -1.31117, 4.17341)
H (1.50793, 1.99843, 0.94661)
H (1.84923, -0.27067, 5.89821)
H (-0.16917, -4.83117, -2.24379)
H (3.36673, -2.48857, -2.95499)
H (-1.81737, 4.14633, -0.41109)
H (-0.86747, 1.88763, -4.37319)
H (0.25083, -0.09377, -3.41969)
H (-2.23867, 3.19903, -2.79999)
H (0.63513, 3.56653, -0.57919)
H (1.68883, -2.01717, 5.86411)
H (0.07323, 1.81263, 1.70781)
H (2.34863, -0.70597, -1.58559)
H (-1.90827, 0.78053, -3.47819)
H (-2.25277, -0.83267, 1.09951)
H (-0.52267, 3.27353, -2.37619)
H (-3.76197, 2.46733, -0.94339)
H (-4.31957, 0.34193, 0.16441)
H (-2.67047, -1.12177, -0.46459)

***

Entry from the Open Molecules 2025 dataset: C15H28ClMoNO4S3Si3 as an isolated structure at a distorted geometry (the ωB97M-V functional and the def2-TZVPD basis).

## Properties
**Spin multiplicity**: 1
**Net charge**: +2
**Gap between HOMO and LUMO (alpha / beta)**: 6.775 / 6.790 eV
**E_LUMO (alpha / beta)**: -9.3 / -9.3 eV
**Energy above the lowest of the compared OMol25 structures with the same formula, charge and spin**: 5.80 kcal/mol

Cartesian coordinates (Å):
Mo (-0.21860, 0.05990, 0.42280)
Cl (-2.55540, -1.70310, 0.29680)
S (-3.84990, 1.95090, -1.82910)
S (-0.64210, 2.11890, 0.86970)
S (-1.19710, 0.32470, -2.04730)
Si (2.14080, -1.88600, -0.31730)
Si (2.65040, 0.65260, 1.70100)
Si (2.51430, 1.18960, -1.48220)
O (-2.74330, -1.96170, -1.05560)
O (-1.08910, -1.83200, 0.55140)
O (-2.75610, -0.30920, 0.56790)
O (-3.23180, -2.51920, 1.17270)
N (0.13430, -0.30160, 2.48030)
C (1.35010, -0.00460, 2.97750)
C (4.38150, 1.44180, -1.25540)
C (1.85050, -2.90570, 1.27340)
C (2.18010, 0.29400, -3.13110)
C (1.58730, 2.85220, -1.48080)
C (-0.85780, -0.65130, 3.31380)
C (0.56550, -0.43490, 5.21420)
C (-0.68280, -0.73330, 4.68380)
C (1.58070, -0.06700, 4.34360)
C (1.73760, 0.04160, 0.05580)
C (2.69540, 2.53700, 1.96360)
C (3.92360, -2.18750, -0.89620)
C (-2.53940, 1.16250, -1.85850)
C (0.94280, -2.51830, -1.66500)
C (4.32490, -0.15950, 2.07140)
H (1.12990, 0.09720, -3.32610)
H (4.93370, 0.51070, -1.19630)
H (4.28250, -1.24080, 2.13930)
H (5.06980, 0.09830, 1.32860)
H (4.63550, 2.03880, -0.38660)
H (0.74190, -0.48520, 6.27760)
H (4.76570, 1.97720, -2.12010)
H (4.06870, -3.26050, -0.99660)
H (3.10800, 2.75850, 2.94460)
H (2.68010, -2.86780, 1.97190)
H (-1.83260, -0.86420, 2.87950)
H (3.32090, 3.05570, 1.24460)
H (0.93840, -2.62620, 1.80030)
H (2.52840, 0.94050, -3.93320)
H (1.74290, -3.94870, 0.98630)
H (2.56130, 0.17380, 4.71970)
H (1.60350, 3.37340, -0.53040)
H (0.54670, 2.75830, -1.78750)
H (2.07360, 3.50160, -2.20220)
H (0.47060, -3.43500, -1.32260)
H (4.66640, -1.83650, -0.19060)
H (1.46110, -2.76790, -2.58590)
H (-1.50450, -1.01580, 5.32220)
H (4.15110, -1.74900, -1.86150)
H (0.13950, -1.82930, -1.92940)
H (1.70540, 2.98600, 1.92560)
H (4.70090, 0.20820, 3.02180)
H (2.72040, -0.64010, -3.22880)

***

Entry from the Open Molecules 2025 dataset: a 2-piece molecular cluster, C15H28ClN2O3 overall at a distorted geometry (the ωB97M-V functional and the def2-TZVPD basis).

## Properties
**Spin multiplicity**: 2
**Net charge**: 0
**<S²>**: 0.755
**Gap between HOMO and LUMO (alpha / beta)**: 9.231 / 8.785 eV
**E_LUMO (alpha / beta)**: 0.6 / 0.0 eV

Cartesian coordinates (Å):
Cl (2.25207, 0.51884, 1.07886)
O (-1.79972, 4.16418, -2.53888)
O (-2.58498, -1.86119, 1.67936)
O (-0.13708, 2.59859, -2.41599)
N (3.88561, -1.41870, -0.72646)
N (-1.68575, -1.78142, 0.68378)
C (-2.46712, 0.33094, -0.48824)
C (2.40295, -1.54702, -0.99953)
C (-0.66462, 3.62065, -2.00945)
C (-0.92217, -3.75110, 2.12499)
C (1.43026, -0.92397, 0.17440)
C (-2.06840, 5.40801, -1.89352)
C (-0.48771, -3.75997, -0.47930)
C (-0.14651, 4.48358, -0.89900)
C (0.90635, -2.07699, 1.21531)
C (0.09940, -0.28419, -0.54787)
C (-1.34755, 5.33481, -0.57294)
C (-1.13148, 0.58254, 1.77482)
C (4.32679, -2.18397, 0.50177)
C (-1.23497, -0.36626, 0.40253)
C (-0.53842, -2.75232, 0.83938)
H (1.70880, -2.95804, 1.16846)
H (-2.90235, -0.41475, -1.29010)
H (0.68818, 5.08343, -1.27220)
H (0.28570, 0.80431, -0.93685)
H (-2.13323, 0.60974, 2.38688)
H (-3.14760, 5.53017, -1.76303)
H (-0.12203, -0.97591, -1.49506)
H (2.19352, -0.92081, -1.99211)
H (-1.90482, -4.36657, 1.94584)
H (-1.09066, 6.31711, -0.16769)
H (-0.04281, -4.55427, 2.16869)
H (0.16223, 3.88037, -0.04213)
H (-0.12419, -4.84834, -0.18959)
H (-1.69361, 6.21854, -2.52735)
H (2.19730, -2.67681, -1.25134)
H (-1.61171, -3.85782, -0.85453)
H (0.94985, -1.69566, 2.34559)
H (-0.86333, 1.69452, 1.46177)
H (3.89092, -1.76613, 1.51957)
H (5.49848, -2.16727, 0.61713)
H (-3.30166, 0.79481, 0.20488)
H (-0.89166, -3.18434, 3.15982)
H (0.11275, -3.30375, -1.37649)
H (-1.97461, 4.81818, 0.16388)
H (4.01743, -3.33017, 0.45998)
H (-1.94346, 1.21151, -1.08419)
H (4.22026, -0.43001, -0.73578)
H (-0.26468, 0.15289, 2.47197)